DFT (the ωB97M-V functional and the def2-TZVPD basis) results for C20H44N3O4P2PdS3 as an isolated structure at a distorted geometry.

Output
Spin multiplicity: 2
Energy relative to the best compared isomer or geometry (same formula, charge and spin) in kcal/mol: 12.8
Lowest unoccupied orbital energy (spin up / spin down) in eV: -8.54 / -8.61
Orbital gap (spin up / spin down) in hartree: 0.1966 / 0.1936
<S²>: 0.7715
Net charge: +2

Geometry (Å):
Pd -1.028 -0.415 1.100
C -0.645 -5.365 2.565
C -1.584 -4.941 3.668
O -1.771 -3.482 3.740
P -1.571 -2.407 2.638
S 0.353 -1.756 2.444
S -2.375 -2.082 0.585
O -2.331 -1.171 3.260
C -3.352 -1.237 4.325
C -4.045 0.099 4.365
H -0.578 -6.452 2.553
H 0.355 -4.957 2.715
H -1.024 -5.040 1.592
H -1.201 -5.208 4.649
H -2.571 -5.383 3.550
H -2.843 -1.463 5.259
H -4.042 -2.046 4.094
H -3.343 0.890 4.624
H -4.823 0.069 5.128
H -4.502 0.322 3.402
O 0.614 0.501 0.157
P 1.570 0.074 -0.968
N 2.259 -1.405 -0.828
C 1.409 -2.602 -1.009
C 2.396 -3.749 -0.853
C 3.320 -3.246 0.255
C 3.473 -1.752 -0.050
N 0.716 0.020 -2.358
C -0.697 0.385 -2.510
C -1.046 -0.112 -3.910
C 0.266 0.068 -4.678
C 1.336 -0.308 -3.653
N 2.753 1.180 -1.134
C 4.209 1.144 -0.881
C 4.623 2.614 -0.883
C 3.601 3.279 -1.803
C 2.308 2.559 -1.447
H 0.902 -2.583 -1.972
H 0.648 -2.660 -0.223
H 2.959 -3.883 -1.778
H 1.900 -4.686 -0.608
H 4.286 -3.747 0.256
H 2.856 -3.391 1.232
H 4.362 -1.572 -0.652
H 3.547 -1.159 0.864
H -0.829 1.470 -2.436
H -1.309 -0.085 -1.733
H -1.866 0.452 -4.351
H -1.326 -1.167 -3.880
H 0.385 1.109 -4.982
H 0.319 -0.556 -5.567
H 2.261 0.254 -3.794
H 1.583 -1.372 -3.701
H 4.712 0.595 -1.681
H 4.449 0.665 0.064
H 5.647 2.742 -1.227
H 4.546 3.029 0.123
H 3.857 3.099 -2.848
H 3.527 4.353 -1.648
H 1.582 2.553 -2.263
H 1.835 3.010 -0.568
C -1.008 5.221 0.069
C -1.653 4.169 0.963
S -1.656 2.571 0.117
O -1.827 1.549 1.274
C -3.283 2.605 -0.676
C -4.450 2.683 0.295
H -1.015 6.179 0.585
H -1.554 5.345 -0.866
H 0.026 4.964 -0.160
H -2.681 4.417 1.217
H -1.089 3.997 1.880
H -3.309 1.677 -1.252
H -3.254 3.446 -1.373
H -4.280 2.044 1.161
H -5.355 2.340 -0.205
H -4.636 3.699 0.638

Mulliken atomic charge list, values in e, 8 entries:
1. Pd 1.319
2. C -1.164
3. C -0.147
4. O -0.387
5. P 0.705
6. S -0.293
7. S -0.364
8. O -0.083